# C27H43N4O3S2

A cluster of 2 separate species, C27H43N4O3S2 in total (wB97M-V/def2-TZVPD, the OMol25 dataset).

Each line ends with the Löwdin charge.
Cartesian coordinates (Å):
C -3.285123 -1.049870 -4.299071  -0.10
C -2.378638 0.188202 -3.884476  -0.21
C -1.166262 0.402888 -4.877067  -0.21
O -0.046011 1.065396 -4.278042  -0.17
C 0.773057 0.148162 -3.538039  -0.12
C 0.664510 0.532408 -2.021750  -0.01
C 0.259076 1.887985 -1.597403  0.09
N 0.183339 2.135248 -0.269732  -0.12
C -0.189017 3.542289 0.091116  -0.09
C 1.151759 4.423599 0.163129  -0.20
C 1.531209 4.871426 1.627542  -0.49
S 1.681175 3.478801 2.819041  0.83
C 3.151123 3.792444 3.866050  -1.01
S 3.487709 5.312347 4.441775  0.72
N 4.068892 2.704304 4.198364  -0.23
C 5.488685 3.174070 4.134200  -0.29
C 6.426414 1.915670 3.915324  -0.09
C 3.871823 2.261622 5.599883  -0.26
C 2.363434 1.876698 5.887368  -0.09
N 0.385673 1.336090 0.742698  0.17
C 0.762968 0.083569 0.444781  -0.14
C 1.020654 -0.919004 1.608229  -0.16
C 2.392784 -0.611325 2.360167  -0.07
C 0.959978 -0.432093 -0.948176  0.03
C 1.439027 -1.875814 -1.235213  -0.26
C 0.469901 -2.760657 -1.850690  0.00
C 0.916053 -4.136077 -2.134677  -0.01
C 2.280582 -4.489150 -1.737603  -0.03
C 3.074210 -3.448591 -1.099249  -0.12
N 2.709059 -2.166583 -0.857118  0.11
H -2.595096 -1.849006 -4.671631  0.07
H -4.018493 -0.811340 -5.105231  0.08
H -3.835868 -1.438613 -3.403731  0.06
H -3.064676 1.078492 -3.870089  0.11
H -2.020953 0.004483 -2.836544  0.09
H -1.560253 1.066282 -5.698102  0.14
H -0.901731 -0.565598 -5.385161  0.13
H 0.329265 -0.868644 -3.675376  0.12
H 1.834850 0.235297 -3.876653  0.15
H 0.033897 2.658929 -2.366133  0.16
H -0.806621 4.012327 -0.714652  0.13
H -0.661045 3.607915 1.096869  0.13
H 2.028810 3.862320 -0.249119  0.12
H 1.030082 5.377548 -0.422275  0.12
H 0.870565 5.691639 2.023251  0.09
H 2.553493 5.343282 1.553887  0.08
H 5.817065 3.653847 5.093845  0.10
H 5.678442 3.906293 3.315986  0.10
H 7.305692 2.211042 3.275415  0.08
H 6.871202 1.543332 4.881645  0.07
H 5.906966 1.048474 3.441127  0.07
H 4.483685 1.343306 5.827087  0.13
H 4.178089 3.027663 6.364134  0.12
H 1.719015 2.783374 5.996931  0.07
H 2.005932 1.318643 4.976748  0.05
H 2.279150 1.173921 6.754310  0.08
H 0.916411 -1.980176 1.273211  0.11
H 0.176145 -0.748787 2.336261  0.12
H 2.970267 -1.571665 2.392284  0.08
H 2.929369 0.176306 1.781622  0.08
H 2.131285 -0.289938 3.399887  0.06
H -0.574980 -2.502989 -2.122790  0.12
H 0.258995 -4.902489 -2.596955  0.11
H 2.697956 -5.512363 -1.896605  0.11
H 4.105539 -3.740877 -0.774854  0.12
O -4.302029 -4.012972 -2.807979  0.08
C -5.407389 -4.038571 -2.326807  -0.53
O -6.365387 -3.232016 -2.813249  0.00
C -7.749980 -3.311771 -2.445568  -0.23
C -8.026318 -2.528811 -1.178604  -0.06
C -5.710251 -4.897107 -1.125827  0.01
H -8.076564 -4.351016 -2.376741  0.12
H -8.307106 -2.867957 -3.271340  0.12
H -7.474352 -2.932331 -0.328164  0.07
H -9.090670 -2.548009 -0.939647  0.09
H -7.710639 -1.490581 -1.297725  0.08
H -5.401057 -4.368981 -0.223399  0.10
H -5.142723 -5.822488 -1.213947  0.09
H -6.756024 -5.183674 -1.040958  0.07

Atoms 1-2, force components in eV/Å:
0.7404 0.1744 0.2910
-0.6072 -0.5618 -0.2421

Computed properties:
total charge	+1
highest occupied orbital energy	-10.53	eV
E	-62459.4260	eV

# C7H16O2

A structure of composition C7H16O2 (wB97M-V/def2-TZVPD, the OMol25 dataset).

Each line ends with the Löwdin charge.
Cartesian coordinates (Å):
C -4.043442 2.228196 3.097306  -0.56
C -2.658354 2.160373 3.370070  0.00
C -0.571526 -0.275249 -2.516904  -0.09
C 0.521091 -1.317945 -2.339324  -0.36
C 1.575538 -0.746197 -1.511101  -0.31
C 2.828795 -1.641275 -1.382444  -0.28
C 3.785887 -1.177575 -0.299144  -0.16
H -5.702939 1.238197 3.296078  0.12
H -2.229562 3.066317 3.478602  0.06
H -2.473453 1.726924 4.257456  0.06
H -2.204071 1.659779 2.402759  0.16
H -0.936495 -0.241963 -1.379375  0.11
H 0.256439 0.812649 -2.643110  0.17
H -1.312343 -0.386461 -3.170962  -0.01
H 1.119425 -1.571474 -3.225792  0.11
H 0.063755 -2.249566 -2.048541  0.11
H 1.955378 0.285118 -1.845354  0.13
H 1.200925 -0.559465 -0.439195  0.13
H 3.364500 -1.429807 -2.285193  0.10
H 2.627137 -2.670221 -1.005150  0.12
H 3.231892 -1.205326 0.671469  0.07
H 4.598343 -1.905499 -0.094618  0.07
H 4.280967 -0.156296 -0.451099  0.09
O -4.522809 3.313245 2.799761  0.08
O -4.755077 1.043521 3.263804  0.08

Atoms 1-2, force components in eV/Å:
-3.3440 1.9539 -0.1536
1.6059 -2.7655 -4.3206

Computed properties:
highest occupied orbital energy	-10.42	eV
E	-11610.9782	eV
energy relative to the best compared isomer or geometry (same formula, charge and spin)	75.5	kcal per mole

# C27H21ClO14S

A cluster of 4 separate species, C27H21ClO14S in total (wB97M-V/def2-TZVPD, the OMol25 dataset).

Each line ends with the Löwdin charge.
Cartesian coordinates (Å):
C 5.882870 -0.527825 0.529686  -0.10
C 5.992101 0.964842 0.144042  -0.68
Cl 6.478649 1.192732 -1.597784  0.58
C 4.773215 1.848296 0.546156  -0.18
C 3.408177 1.192175 0.446002  -0.16
C 2.485625 1.350618 1.397208  -0.42
S 2.754654 2.333929 2.891528  0.82
C 1.092887 0.739736 1.292995  -0.40
O 0.224903 1.028655 2.053160  0.06
C 0.765024 -0.275015 0.220535  0.03
C 1.682050 -0.447329 -0.719691  0.03
C 2.967312 0.356973 -0.751688  -0.33
O 3.580652 0.324437 -1.767158  0.11
H 6.598404 -1.072779 -0.111768  0.07
H 4.902625 -0.983371 0.342836  0.07
H 6.252446 -0.661561 1.557645  0.09
H 6.849976 1.364100 0.706354  0.09
H 4.987533 2.278680 1.530677  0.08
H 4.760605 2.701760 -0.160769  0.12
H 2.429051 3.597534 2.489300  -0.10
H -0.176226 -0.828157 0.224968  0.12
H 1.446597 -1.172180 -1.507273  0.09
C -1.039456 -2.613615 -6.082792  0.08
C 0.126623 -2.632733 -5.425975  -0.23
C 0.201870 -2.354118 -3.957096  -0.30
O 1.282733 -2.397632 -3.398714  0.10
C -1.035076 -2.033652 -3.253646  0.08
C -2.197872 -2.012173 -3.909887  -0.22
C -2.280115 -2.313931 -5.373796  -0.31
O -3.367866 -2.297323 -5.917114  0.12
O -3.347484 -1.720381 -3.291254  0.09
O 1.281975 -2.899358 -6.042152  0.12
H -1.108042 -2.814067 -7.142742  0.14
H -0.967022 -1.817698 -2.195960  0.13
H -4.036581 -1.771234 -3.984105  0.13
H 1.969998 -2.851549 -5.350557  0.12
C -3.735186 3.209593 -2.508860  0.08
C -3.664534 1.908948 -2.203992  -0.23
C -2.824116 1.414845 -1.063353  -0.30
O -2.807610 0.222759 -0.815677  0.10
C -2.055936 2.392771 -0.300856  0.08
C -2.125182 3.692716 -0.609291  -0.23
C -2.984202 4.189883 -1.731054  -0.32
O -3.024096 5.384969 -1.956790  0.11
O -1.434122 4.618015 0.064729  0.11
O -4.336203 0.980850 -2.894492  0.10
H -4.338176 3.578996 -3.326546  0.14
H -1.441467 2.022098 0.508994  0.12
H -1.660124 5.471711 -0.352928  0.12
H -4.112563 0.127819 -2.470638  0.09
C -2.735802 -2.139374 6.307844  0.07
C -1.671900 -1.486481 6.788440  -0.24
C -0.658548 -0.860281 5.879882  -0.31
O 0.280529 -0.261766 6.370102  0.11
C -0.846807 -1.003946 4.440284  0.08
C -1.908238 -1.659600 3.959834  -0.23
C -2.935203 -2.261987 4.866960  -0.31
O -3.892415 -2.833026 4.377646  0.11
O -2.110840 -1.812845 2.645330  0.10
O -1.454509 -1.355415 8.101201  0.11
H -3.474716 -2.593378 6.953251  0.14
H -0.101911 -0.563221 3.793968  0.11
H -2.942999 -2.317418 2.564019  0.12
H -0.625966 -0.844036 8.180799  0.12

Atoms 1-2, force components in eV/Å:
0.8609 0.0820 -0.8085
0.0077 -0.0508 0.5939

Computed properties:
highest occupied orbital energy	-9.59	eV
E	-80359.3402	eV
structure (SMILES)	C[C@@H](Cl)CC1=C(S)C(=O)C=CC1=O.O=C1C=C(O)C(=O)C=C1O.O=C1C=C(O)C(=O)C=C1O.O=C1C=C(O)C(=O)C=C1O

# C2H7ClNOPS

The molecule C2H7ClNOPS (wB97M-V/def2-TZVPD, the OMol25 dataset).

Each line ends with the Löwdin charge.
Cartesian coordinates (Å):
C -0.252802 1.179119 -0.573582  -0.15
C -0.378985 -1.222418 -0.352612  -0.13
N 0.478221 -0.055239 -0.351051  -0.48
O 1.916909 0.718869 2.078878  -0.30
P 2.048780 -0.116116 0.181299  0.00
S 3.071074 -1.706465 -0.084662  0.25
Cl 2.896857 1.536943 -0.511156  0.39
H 0.424003 1.991186 -0.026755  0.08
H -0.320968 1.521000 -1.571597  0.05
H -1.371929 1.096864 -0.391471  0.11
H 0.317785 -2.141839 -0.507437  0.07
H -0.837043 -1.272363 0.711705  0.12
H -1.018702 -1.072971 -1.160646  0.06
H 2.097875 0.113356 2.691345  -0.10

Atoms 1-2, force components in eV/Å:
0.9104 2.0485 2.0041
2.7020 -1.8731 2.9406

Computed properties:
highest occupied orbital energy	-9.53	eV
E	-38371.3078	eV
structure (SMILES)	CN(C)[P@@](O)(=S)Cl
energy relative to the best compared isomer or geometry (same formula, charge and spin)	44.5	kcal per mole

# C3H3N3O

The molecule C3H3N3O (wB97M-V/def2-TZVPD, the OMol25 dataset).

Each line ends with the Löwdin charge.
Cartesian coordinates (Å):
O -0.783167 -0.454386 -1.625506  0.07
C -0.350081 -0.014255 -0.422296  -0.49
C -0.697809 -0.907101 0.669473  -0.08
N -0.001353 -0.619633 1.741877  -0.08
N 0.945066 0.079656 1.849583  0.16
C 1.069893 0.783482 -0.046584  -0.06
N -0.031628 1.361732 -0.372178  0.15
H -0.884077 0.320046 -2.200969  0.12
H -1.330772 -1.772997 0.570593  0.11
H 2.063926 1.223455 -0.163993  0.10

Atoms 1-2, force components in eV/Å:
-0.0376 0.1604 -0.1385
-0.1395 -0.0932 0.1280

Computed properties:
highest occupied orbital energy	-8.49	eV
E	-9672.0356	eV
energy relative to the best compared isomer or geometry (same formula, charge and spin)	125.0	kcal per mole

# C2H5Br3Si

A structure of composition C2H5Br3Si (wB97M-V/def2-TZVPD, the OMol25 dataset).

Each line ends with the Löwdin charge.
Cartesian coordinates (Å):
C 0.898583 0.096185 0.054655  -0.29
C -0.782399 0.371675 -1.489568  -1.79
Si 0.190144 -0.530382 1.653448  0.58
Br -1.870951 1.685364 -0.577643  0.55
Br 0.271329 1.041753 -2.989050  0.55
Br -1.601189 -1.198396 -1.737409  0.65
H 0.981529 1.112834 -0.107769  -0.04
H 1.461738 -0.649184 -0.447524  0.01
H -0.714687 -1.552940 1.318816  -0.10
H -0.173880 0.813250 2.181201  -0.05
H 1.339784 -1.190159 2.140842  -0.09

Atoms 1-2, force components in eV/Å:
-3.5996 -1.3915 -1.6457
3.6687 1.5727 2.6915

Computed properties:
highest occupied orbital energy	-8.61	eV
E	-220156.1478	eV
energy relative to the best compared isomer or geometry (same formula, charge and spin)	159.6	kcal per mole

- Which of these has the lowest highest occupied orbital energy?
  C27H43N4O3S2

- Among the records above, which one has the lowest highest occupied orbital energy?
  C27H43N4O3S2

- Among the records above, which one has the highest highest occupied orbital energy?
  C3H3N3O